{"formula": "C5H9NO2", "method": "wB97M-V/def2-TZVPD", "symbols": ["C", "C", "C", "C", "C", "H", "H", "H", "H", "H", "H", "H", "H", "H", "N", "O", "O"], "xyz": [[-0.7744, 1.6502, 1.0625], [0.3534, 0.7035, 1.1922], [0.6716, -0.5657, 0.2225], [-0.2109, -0.8974, -0.8202], [0.2309, -0.2664, -2.0542], [-0.3585, 2.6273, 0.4655], [-1.2758, 1.8738, 2.0102], [-1.5117, 1.2251, 0.6543], [1.2431, 1.2185, 1.5476], [0.2967, -0.8433, 2.5650], [1.8409, -0.4813, 0.1096], [-1.1347, -0.4306, -0.4000], [-0.0359, -2.5995, -1.9692], [0.9071, 0.7718, -1.8942], [0.0579, -0.6740, 1.4494], [-0.5696, -2.3847, -1.0296], [0.2700, -0.9274, -3.1115]], "forces_ev_per_a": [[5.54, 5.02, 1.54], [-0.34, -0.92, -1.85], [5.55, 2.48, 2.46], [-3.86, -2.44, -1.25], [2.83, -0.30, -3.40], [-1.54, -2.15, 1.60], [0.87, 0.61, 0.39], [-5.68, -3.07, -4.26], [0.39, -0.76, 0.20], [0.23, -0.85, -4.36], [-2.15, -1.08, 0.02], [0.04, -0.54, -1.07], [-2.18, 0.87, 3.50], [-2.11, -2.15, -0.70], [-0.61, 0.65, 7.73], [3.17, 2.19, -2.91], [-0.13, 2.42, 2.37]], "mulliken_charge": [-1.4485, 0.0304, -0.5278, 0.5460, 0.1873, 0.1978, 0.3510, 0.5476, 0.4511, 0.3334, 0.3587, 0.0109, 0.3917, 0.2522, -0.5495, -0.5790, -0.5533], "multiplicity": 1, "smiles": "C[C@H]1N[C@H]1[C@H](O)C=O", "total_charge": 0}

---

{"formula": "C12H18F9IO10P2", "method": "wB97M-V/def2-TZVPD", "symbols": ["O", "P", "O", "O", "C", "C", "O", "C", "C", "F", "F", "F", "O", "P", "O", "I", "H", "H", "H", "H", "H", "H", "H", "H", "C", "C", "O", "C", "O", "C", "F", "F", "F", "H", "H", "H", "H", "H", "C", "C", "O", "C", "O", "C", "F", "F", "F", "H", "H", "H", "H", "H"], "xyz": [[1.6878, -5.2563, 1.6674], [1.0280, -4.9827, 0.4336], [2.0892, -4.5149, -0.6712], [-0.1283, -3.8963, 0.6684], [0.2248, -2.5496, 0.3108], [-0.1823, -2.2502, -1.1416], [0.2120, -0.9311, -1.4763], [1.4877, -0.9833, -2.0990], [2.0767, 0.4122, -2.2880], [3.0489, 0.5937, -1.4111], [1.1720, 1.3238, -2.0778], [2.5576, 0.5605, -3.4934], [0.3032, -6.3251, -0.1751], [-1.2605, -6.0074, -0.7776], [-1.2479, -6.8386, -2.1994], [-2.7238, -7.2418, 0.7694], [1.7387, -4.7337, -1.5495], [1.2617, -2.2851, 0.5214], [-0.4010, -1.9043, 0.9236], [0.2838, -2.9709, -1.8218], [-1.2639, -2.3352, -1.2021], [1.3811, -1.4478, -3.0865], [2.1450, -1.6144, -1.4978], [-1.4941, -6.1675, -2.8516], [-0.0062, 3.8155, -1.2983], [-1.0614, 4.3754, -0.3719], [-2.0569, 5.1270, -1.0966], [-2.9997, 4.4146, -1.6986], [-3.0919, 3.2231, -1.6895], [-4.0018, 5.3549, -2.3832], [-3.3816, 6.3259, -3.0736], [-4.7954, 5.9479, -1.4733], [-4.7868, 4.6922, -3.2359], [0.4430, 4.6073, -1.9004], [0.7763, 3.3218, -0.7263], [-0.4391, 3.0941, -1.9880], [-0.6066, 5.0746, 0.3280], [-1.5290, 3.5937, 0.2077], [2.9478, 0.0451, 3.3148], [1.9006, 0.5641, 4.2771], [0.8698, 1.2919, 3.5804], [-0.0668, 0.5589, 2.9954], [-0.1263, -0.6351, 2.9987], [-1.1089, 1.4724, 2.3363], [-0.5302, 2.4653, 1.6322], [-1.9050, 2.0431, 3.2556], [-1.8922, 0.7939, 1.4970], [3.3540, 0.8617, 2.7162], [3.7617, -0.4325, 3.8587], [2.5222, -0.6818, 2.6232], [2.3507, 1.2706, 4.9714], [1.4632, -0.2397, 4.8681]], "forces_ev_per_a": [[1.24, -0.53, 1.72], [-0.24, -0.87, 0.54], [-1.19, -0.09, -0.58], [0.91, -0.17, -1.25], [-1.04, 0.92, -0.24], [0.29, -0.15, 0.65], [0.32, -0.09, -0.20], [-0.64, -0.62, -0.21], [-0.80, -1.84, 1.00], [1.19, 0.46, 0.72], [-1.00, 1.28, 0.06], [0.78, 0.25, -1.45], [-1.17, 1.46, -0.51], [0.07, 0.26, -0.39], [0.19, -0.02, 0.84], [0.45, -0.18, -0.32], [0.41, 0.12, -0.06], [0.10, -0.34, -0.03], [0.13, -0.10, 0.24], [-0.19, -0.03, -0.12], [-0.07, 0.08, -0.21], [0.07, 0.07, -0.02], [0.36, 0.22, -0.08], [-0.05, -0.26, -0.14], [-0.20, 0.13, -0.33], [0.53, 0.00, 0.11], [-0.23, 0.22, -0.12], [0.57, -0.16, 0.49], [-0.30, 0.00, -0.22], [-0.54, 0.46, -0.50], [0.00, -0.22, 0.18], [0.23, -0.18, -0.02], [0.22, -0.03, 0.23], [0.04, 0.06, 0.12], [-0.03, 0.03, 0.05], [-0.02, -0.07, 0.09], [-0.20, 0.19, -0.09], [-0.35, 0.01, -0.21], [-0.14, 0.03, -0.32], [0.58, -0.27, 0.26], [-0.30, 0.18, -0.08], [0.60, -0.09, 0.49], [-0.30, 0.01, -0.22], [-0.73, 0.45, -0.51], [0.20, -0.46, 0.47], [0.32, -0.16, 0.01], [0.29, -0.09, 0.18], [0.06, 0.04, 0.11], [-0.03, 0.01, 0.04], [-0.01, -0.08, 0.10], [-0.18, 0.19, -0.10], [-0.17, -0.01, -0.16]], "mulliken_charge": [-0.6660, 0.8660, -0.4608, -0.2194, -0.2481, -0.4380, -0.2440, -0.6351, 0.8351, -0.2986, -0.2522, -0.2933, -0.2767, 0.3157, -0.4704, -0.1066, 0.3390, 0.3278, 0.2289, 0.2897, 0.2866, 0.3111, 0.3970, 0.3523, -1.0334, -0.2001, -0.3172, 0.3627, -0.5042, 0.8553, -0.2478, -0.2555, -0.2392, 0.3108, 0.3291, 0.3054, 0.3663, 0.2956, -0.9025, -0.2133, -0.3507, 0.4063, -0.5626, 0.9544, -0.2578, -0.2783, -0.2339, 0.3058, 0.3934, 0.1145, 0.3342, 0.3223], "multiplicity": 1, "total_charge": 0}

---

{"formula": "C4H11N3O2", "method": "wB97M-V/def2-TZVPD", "symbols": ["C", "N", "N", "C", "N", "H", "H", "H", "H", "H", "H", "H", "C", "C", "O", "O", "H", "H", "H", "H"], "xyz": [[1.8443, 0.9854, -0.7626], [1.3460, -0.0607, 0.1016], [1.4844, 0.0681, 1.4933], [0.7414, -1.2060, -0.3765], [0.1603, -2.1062, 0.2950], [2.3489, 0.5332, 1.7557], [0.7297, 0.6437, 1.8710], [0.2107, -1.9445, 1.2999], [0.7736, -1.2847, -1.4583], [2.8644, 1.2461, -0.4735], [1.2188, 1.8795, -0.6654], [1.8202, 0.6602, -1.7995], [-2.1742, -0.1421, -0.9291], [-1.4562, 0.6212, 0.2311], [-1.6175, 0.0606, 1.4422], [-1.0476, 1.7466, 0.1303], [-2.1270, -0.7604, 1.4092], [-2.0735, 0.4445, -1.8378], [-3.2298, -0.2210, -0.6715], [-1.8168, -1.1635, -1.0552]], "forces_ev_per_a": [[-0.26, 0.29, 0.39], [0.29, -0.54, -0.13], [-0.48, 0.22, 0.20], [0.57, 0.60, 0.66], [-0.19, -0.71, 0.02], [0.09, -0.24, -0.45], [0.02, -0.06, -0.19], [0.18, 0.21, -0.11], [-0.03, 0.13, -0.15], [0.09, -0.06, -0.16], [0.06, -0.03, -0.05], [0.07, -0.09, -0.02], [0.67, 0.41, 0.70], [-2.30, 0.06, -1.16], [0.27, 0.06, 0.53], [0.51, -0.47, 0.12], [0.30, -0.01, -0.28], [0.04, -0.09, -0.02], [-0.11, 0.19, 0.06], [0.19, 0.14, 0.03]], "mulliken_charge": [-0.8228, 0.2988, -0.7531, 0.0082, -0.7175, 0.2720, 0.2031, 0.3134, 0.3575, 0.3154, 0.2966, 0.2555, -1.2762, 0.7638, -0.4426, -0.5553, 0.3572, 0.2991, 0.4254, 0.4014], "multiplicity": 1, "smiles": "[H]/N=C\\N(C)N.CC(=O)O", "total_charge": 0}

---

The evaluated frontier orbital gap for the records listed, in turn: 10.33 9.15 9.32 eV.
The evaluated energy above the lowest of the compared OMol25 structures with the same formula, charge and spin for the records listed, in turn: 575.7 87.9 201.2 kJ/mol.